[1]
{"formula": "C4H9NO2S", "method": "the ωB97M-V functional and the def2-TZVPD basis", "species": ["C", "C", "C", "C", "H", "H", "H", "H", "H", "H", "H", "H", "H", "N", "O", "O", "S"], "positions_angstrom": [[0.438, 1.567, -0.795], [1.341, 0.736, 0.001], [0.775, -0.455, 0.748], [-0.086, -1.271, -0.169], [1.120, 1.871, -2.069], [0.098, 2.573, -0.226], [-0.415, 0.878, -1.392], [1.856, 0.093, -0.803], [1.996, 1.239, 0.728], [1.491, -1.156, 1.127], [-0.664, -1.136, 2.069], [-1.539, -2.064, -0.765], [-2.828, 0.325, 1.236], [-1.352, -1.146, -0.390], [-0.256, -0.194, 1.707], [0.504, -2.116, -0.871], [-2.479, 0.256, -0.138]], "forces_ev_per_a": [[-1.4299, 2.0191, -4.9675], [1.7028, -2.7215, -0.0899], [-3.8501, -0.6473, -0.1233], [6.0421, -0.9972, -2.6671], [-1.8449, -0.2700, 4.1454], [0.3336, -2.4932, -1.8673], [2.1585, 2.3787, 2.1246], [0.4025, 1.2028, 1.4274], [0.1458, 0.1826, -0.8250], [0.8861, 0.0855, 0.2210], [1.8500, 3.6534, -1.3884], [-1.7763, 0.1874, -0.7601], [0.7304, -0.6855, -1.4023], [-4.3814, 1.6972, 1.0682], [-0.8987, -1.7800, 3.6170], [-0.3596, -0.1600, 0.8532], [0.2891, -1.6519, 0.6342]], "relative_energy_kj_mol": 520.9, "homo_lumo_gap_ev": 9.7, "multiplicity": 1, "total_energy_ha": -761.0650, "total_charge": 0, "homo_energy_ev": -9.4}


[2]
{"formula": "C3HCl3N2", "method": "the ωB97M-V functional and the def2-TZVPD basis", "species": ["C", "C", "C", "N", "N", "Cl", "Cl", "Cl", "H"], "positions_angstrom": [[-1.250, -1.724, -1.279], [-0.885, -0.501, -0.596], [1.394, 0.720, 1.497], [-1.626, -2.727, -1.781], [-1.564, 0.398, -0.162], [1.137, -0.482, -0.249], [0.688, 2.234, 0.802], [3.119, 0.924, 1.413], [-1.013, 1.158, 0.355]], "forces_ev_per_a": [[-1.0868, -2.8698, -1.3726], [1.6039, -0.8982, 0.1049], [-0.2626, 0.3955, 0.5804], [1.4417, 3.5423, 1.7083], [0.3336, 1.1379, 0.7023], [-1.5351, -1.1082, -1.3346], [0.1042, 0.6077, 0.2105], [0.2850, -0.0185, 0.0443], [-0.8838, -0.7887, -0.6435]], "relative_energy_kj_mol": 335.5, "homo_lumo_gap_ev": 8.2, "multiplicity": 1, "total_energy_ha": -1604.8227, "total_charge": 0, "homo_energy_ev": -9.4}


[3]
{"formula": "C38H31Cl5GeNO3S2Sc", "method": "the ωB97M-V functional and the def2-TZVPD basis", "species": ["Sc", "Cl", "C", "C", "C", "Cl", "C", "Cl", "C", "Cl", "C", "Cl", "S", "C", "N", "C", "C", "S", "H", "H", "H", "H", "H", "C", "C", "O", "C", "C", "C", "C", "C", "C", "H", "H", "H", "H", "H", "H", "H", "H", "C", "C", "O", "O", "H", "H", "H", "C", "Ge", "C", "C", "C", "C", "C", "C", "C", "C", "C", "C", "C", "C", "C", "C", "C", "C", "C", "C", "H", "H", "H", "H", "H", "H", "H", "H", "H", "H", "H", "H", "H", "H", "H"], "positions_angstrom": [[-0.021, 0.696, 0.877], [-3.289, -0.121, -1.060], [-2.400, -1.532, -0.541], [-1.121, -1.351, -0.035], [-0.427, -2.533, 0.199], [1.248, -2.447, 0.704], [-0.956, -3.807, -0.001], [-0.030, -5.241, 0.276], [-2.264, -3.925, -0.461], [-2.961, -5.489, -0.716], [-2.993, -2.776, -0.745], [-4.607, -2.925, -1.363], [-2.104, 2.290, 1.329], [-2.011, 3.458, 0.076], [-1.980, 3.149, -1.293], [-1.260, 4.195, -2.015], [-1.530, 5.537, -1.299], [-2.445, 5.140, 0.229], [-1.571, 2.234, -1.441], [-1.600, 4.232, -3.055], [-0.184, 4.010, -2.017], [-2.121, 6.217, -1.913], [-0.583, 6.021, -1.057], [2.106, 0.708, 3.789], [0.738, 0.091, 3.810], [0.147, -0.105, 2.666], [0.079, -0.263, 5.010], [-1.196, -0.891, 4.979], [-1.835, -1.250, 6.140], [-1.258, -1.006, 7.390], [-0.015, -0.380, 7.441], [0.643, -0.012, 6.290], [2.527, 0.617, 2.785], [2.777, 0.233, 4.509], [2.073, 1.778, 4.015], [-1.655, -1.074, 4.017], [-2.807, -1.726, 6.079], [-1.773, -1.289, 8.300], [0.444, -0.169, 8.402], [1.600, 0.488, 6.365], [2.401, 3.359, -0.765], [1.662, 2.169, -0.187], [0.588, 1.593, -1.106], [1.178, 2.353, 1.042], [2.257, 3.440, -1.843], [3.471, 3.265, -0.566], [2.036, 4.264, -0.280], [1.813, 0.758, -0.589], [2.768, 0.294, -2.212], [4.675, 0.025, -1.810], [5.096, -0.006, -0.486], [6.427, -0.216, -0.160], [7.368, -0.398, -1.163], [6.969, -0.368, -2.490], [5.635, -0.158, -2.805], [2.629, 1.584, -3.704], [3.672, 2.422, -4.081], [3.519, 3.366, -5.084], [2.299, 3.497, -5.730], [1.244, 2.672, -5.367], [1.412, 1.727, -4.367], [2.012, -1.373, -2.918], [2.760, -2.440, -3.398], [2.147, -3.602, -3.839], [0.766, -3.716, -3.807], [0.003, -2.660, -3.333], [0.625, -1.503, -2.892], [4.369, 0.133, 0.306], [6.731, -0.236, 0.879], [8.409, -0.563, -0.911], [7.698, -0.509, -3.280], [5.337, -0.135, -3.847], [4.629, 2.357, -3.573], [4.349, 4.010, -5.353], [2.165, 4.244, -6.504], [0.279, 2.771, -5.851], [0.570, 1.104, -4.093], [3.843, -2.381, -3.409], [2.753, -4.429, -4.193], [0.286, -4.630, -4.133], [-1.076, -2.743, -3.276], [0.016, -0.708, -2.475]], "forces_ev_per_a": [[-0.3728, 0.2676, -0.6037], [-0.0455, 0.0004, 0.0027], [0.0165, 0.1672, -0.1993], [0.3024, 0.0433, 0.1798], [0.0701, -0.1156, -0.0204], [-0.0682, -0.0566, 0.0694], [-0.1178, 0.0169, -0.0708], [0.0772, -0.0423, 0.0364], [0.0694, -0.0041, 0.0066], [-0.0305, -0.0336, -0.0037], [-0.0319, -0.0496, -0.0154], [-0.0082, 0.0121, -0.0061], [0.0447, -0.1882, 0.0489], [0.0509, -0.1476, 0.2029], [-0.0307, -0.1626, -0.2477], [-0.0550, 0.1092, -0.1280], [0.0644, 0.0504, -0.1072], [-0.0109, 0.1565, 0.1268], [0.0217, 0.0100, -0.0416], [0.0188, -0.0229, 0.0468], [0.0866, -0.0856, 0.0195], [-0.0392, -0.0094, 0.0434], [-0.0382, 0.0302, 0.0358], [0.0911, -0.0244, -0.0396], [-0.0068, -0.0432, 0.2168], [-0.0169, -0.0173, 0.1361], [0.1383, 0.0041, -0.0391], [0.0411, 0.0544, -0.1030], [-0.1037, -0.0502, 0.0438], [-0.0716, -0.0440, 0.1071], [0.0103, 0.0126, 0.1275], [0.0817, 0.0195, -0.0646], [-0.0524, -0.0201, 0.0730], [0.0116, -0.0163, 0.0033], [-0.0483, 0.0492, 0.0133], [0.0111, -0.0017, -0.0300], [0.0006, -0.0004, 0.0195], [-0.0025, -0.0034, 0.0067], [-0.0141, -0.0099, 0.0002], [0.0156, 0.0066, -0.0152], [-0.0965, -0.0970, -0.1142], [0.1715, 0.1419, -0.1183], [-0.0283, -0.0025, 0.2991], [0.2592, 0.0167, 0.1537], [0.0046, -0.0503, 0.0326], [0.0217, -0.0096, 0.0517], [-0.0458, 0.0228, 0.0065], [-0.3347, 0.2730, -0.5686], [0.0712, -0.1380, 0.3132], [-0.1136, -0.0379, -0.2762], [-0.1082, 0.0363, 0.2005], [0.1079, -0.0135, 0.0710], [0.0876, -0.0052, 0.0645], [0.0815, -0.0172, -0.0712], [-0.0496, -0.0074, -0.0814], [-0.0242, -0.0690, 0.1382], [0.2258, -0.0109, 0.0910], [0.0080, 0.1100, -0.0955], [-0.0522, 0.0173, -0.0391], [-0.0476, 0.0575, -0.0525], [-0.0979, -0.0700, 0.0219], [-0.0598, 0.1939, 0.1174], [0.2279, -0.0116, -0.0219], [0.0303, -0.1234, -0.0523], [-0.0351, -0.0617, -0.0286], [-0.1026, -0.0542, 0.0083], [-0.1209, 0.0768, 0.0801], [-0.0413, 0.0045, 0.0151], [0.0042, -0.0036, 0.0116], [0.0089, -0.0023, 0.0067], [0.0000, -0.0020, -0.0029], [-0.0188, 0.0030, -0.0472], [-0.0047, -0.0277, 0.0286], [-0.0013, -0.0026, 0.0000], [0.0121, 0.0011, -0.0115], [0.0245, 0.0119, -0.0068], [-0.0033, -0.0280, 0.0357], [0.0221, 0.0202, 0.0064], [-0.0087, -0.0073, -0.0025], [-0.0156, -0.0237, -0.0080], [-0.0131, -0.0070, 0.0043], [-0.0042, 0.0362, 0.0098]], "relative_energy_kj_mol": 261.9, "homo_lumo_gap_ev": [4.9, 3.8], "multiplicity": 1, "total_energy_ha": -7682.1784, "total_charge": -2, "homo_energy_ev": [-0.8, 0.2]}